This record from the OMol25 dataset describes a molecular structure, C29H38N2O2P3Pt at a distorted geometry. The level of theory is ωB97M-V/def2-TZVPD.

Structure (XYZ):
```
75
Properties=species:S:1:pos:R:3
Pt 0.42 1.29 -0.56
P -0.78 1.29 -2.48
C 0.26 2.20 -3.56
C 1.36 2.90 -2.99
N 1.69 2.70 -1.66
C 2.76 3.24 -1.09
C 3.53 4.18 -1.78
C 3.28 4.39 -3.14
C 2.25 3.71 -3.76
C 3.19 2.80 0.31
P 2.86 1.08 0.72
H 2.05 3.76 -4.83
H 4.36 4.65 -1.28
H 3.89 5.08 -3.72
H 4.27 2.93 0.39
H 2.69 3.42 1.06
H 4.25 -0.60 -4.68
H -0.05 2.39 -4.56
H 1.92 -3.90 -2.52
O 4.21 -0.72 -5.62
H 3.76 -1.57 -5.74
H 1.61 0.45 0.25
O 2.56 -4.01 -1.81
H 2.33 -3.27 -1.21
C 4.09 0.04 -0.06
H 5.08 0.45 0.20
H 4.00 -0.99 0.31
H 3.96 0.03 -1.15
C 2.69 0.69 2.45
H 2.80 -0.40 2.58
H 3.47 1.22 3.02
H 1.70 0.97 2.81
C -2.38 2.09 -2.19
H -3.02 2.00 -3.07
H -2.85 1.63 -1.31
H -2.20 3.16 -1.99
C -1.12 -0.39 -3.04
H -1.77 -0.92 -2.33
H -1.61 -0.34 -4.02
H -0.18 -0.95 -3.12
N -0.62 0.20 0.51
P -1.43 -0.89 1.35
C -1.99 -2.23 0.28
C -3.36 -2.36 -0.04
C -3.77 -3.33 -0.95
C -2.84 -4.18 -1.55
C -1.49 -4.08 -1.21
C -1.06 -3.12 -0.29
C -0.56 -1.44 2.84
C -0.64 -0.66 4.01
C 0.07 -1.01 5.15
C 0.87 -2.16 5.16
C 0.92 -2.97 4.02
C 0.19 -2.63 2.88
C -2.83 0.13 1.86
C -2.84 1.48 1.52
C -3.91 2.30 1.89
C -4.96 1.76 2.65
C -4.94 0.41 3.02
C -3.88 -0.42 2.63
H -4.09 -1.71 0.44
H -4.83 -3.41 -1.20
H -3.17 -4.92 -2.28
H -0.76 -4.77 -1.66
H -0.01 -3.05 0.00
H -1.29 0.22 4.02
H 0.00 -0.39 6.05
H 1.44 -2.42 6.05
H 1.54 -3.87 4.03
H 0.19 -3.31 2.02
H -2.01 1.92 0.97
H -3.89 3.34 1.58
H -5.78 2.41 2.95
H -5.75 0.00 3.61
H -3.86 -1.47 2.91
```

Values from the calculation:
<S²>: 2.054
2S+1: 3
HOMO-LUMO gap (spin up / spin down) in eV: 5.087 / 4.329
Molar mass in Da: 734.64
Maximum force in eV Å⁻¹: 5.5
Net charge: +1
Lowest unoccupied orbital energy (spin up / spin down) in eV: -2.4 / -4.7

***

This record from the OMol25 dataset describes a molecular structure, C29H38N4O8W at a distorted geometry. The level of theory is ωB97M-V/def2-TZVPD.

Structure (XYZ):
```
80
Properties=species:S:1:pos:R:3
W -0.06 -0.20 -0.51
C 0.95 -1.82 0.93
C 1.29 -0.61 1.67
C 0.09 -0.07 2.13
C -0.96 -0.94 1.64
C -0.42 -2.10 1.05
C -1.12 -3.42 0.81
C -2.37 -3.34 -0.07
C -1.56 -3.92 2.20
C -0.15 -4.45 0.22
C -0.29 0.97 3.18
C -0.27 0.23 4.54
C 0.62 2.19 3.28
C -1.74 1.46 2.99
C 2.77 -0.26 1.90
C 3.69 -1.19 1.10
C 3.08 -0.54 3.39
C 3.16 1.20 1.56
H 1.67 -2.50 0.51
H -2.01 -0.81 1.87
H -3.10 -2.64 0.35
H -2.83 -4.33 -0.11
H -2.15 -3.02 -1.08
H -2.34 -3.29 2.62
H -0.72 -3.93 2.90
H -1.95 -4.94 2.13
H 0.27 -4.11 -0.72
H -0.68 -5.38 0.04
H 0.67 -4.66 0.91
H 0.73 -0.11 4.81
H -0.92 -0.65 4.50
H -0.64 0.89 5.33
H 1.65 1.93 3.51
H 0.25 2.83 4.09
H 0.61 2.78 2.36
H -2.46 0.74 3.39
H -2.01 1.62 1.96
H -1.88 2.39 3.54
H 3.62 -2.22 1.44
H 4.72 -0.87 1.26
H 3.49 -1.15 0.03
H 2.78 -1.55 3.67
H 2.58 0.16 4.05
H 4.15 -0.44 3.55
H 3.89 1.23 0.76
H 3.60 1.70 2.43
H 2.31 1.80 1.26
O 0.09 -1.83 -1.77
N -0.26 -1.66 -3.02
N -0.57 -0.47 -3.30
O -0.46 0.51 -2.42
C -1.21 -0.19 -4.59
C -1.84 1.03 -4.72
C -2.47 1.31 -5.93
C -2.44 0.39 -6.96
C -1.78 -0.82 -6.80
C -1.15 -1.13 -5.60
H -1.85 1.73 -3.90
H -2.97 2.26 -6.05
H -2.92 0.62 -7.90
H -1.75 -1.54 -7.61
H -0.63 -2.06 -5.46
O 2.96 4.55 -2.11
C 1.80 4.93 -1.58
O 1.43 6.07 -1.58
C 0.93 3.86 -1.01
C -0.32 4.09 -0.46
N -0.81 2.91 -0.03
N 0.07 1.93 -0.29
C 1.10 2.47 -0.91
C 2.16 1.51 -1.36
O 3.21 1.88 -1.86
O 1.84 0.28 -1.09
H 3.10 3.57 -2.05
H -0.88 5.01 -0.36
H -1.79 2.59 0.11
O -3.17 1.52 -0.16
C -3.15 0.42 -0.71
O -2.18 -0.41 -0.78
H -4.09 -0.01 -1.09
```

Values from the calculation:
<S²>: 2.017
2S+1: 3
HOMO-LUMO gap (spin up / spin down) in eV: 5.696 / 8.002
Molar mass in Da: 754.48
Maximum force in eV Å⁻¹: 1.4
Relative energy (zero: lowest compared OMol25 entry of this formula, charge and spin) in kcal per mole: 6.93
Lowest unoccupied orbital energy (spin up / spin down) in eV: -0.3 / -0.9

***

This record from the OMol25 dataset describes a molecular structure, C29H38N5O3PSTl. The level of theory is ωB97M-V/def2-TZVPD.

Structure (XYZ):
```
78
Properties=species:S:1:pos:R:3
Tl -0.75 -1.37 -0.92
O -3.50 0.09 -0.41
N -4.64 -0.42 -0.23
C -5.74 0.40 -0.30
C -7.00 -0.10 -0.13
C -7.20 -1.47 0.11
C -6.11 -2.29 0.19
C -4.79 -1.79 0.04
S -3.46 -2.80 0.19
H -5.51 1.44 -0.49
H -7.83 0.59 -0.19
H -8.20 -1.87 0.24
H -6.22 -3.35 0.38
O 2.96 -8.54 -0.27
N 3.62 -7.64 0.22
O 4.71 -7.79 0.74
C 3.07 -6.25 0.15
C 3.98 -5.27 0.19
C 3.59 -3.90 0.05
C 4.54 -2.87 0.06
C 4.13 -1.58 -0.12
C 2.76 -1.34 -0.31
N 1.84 -2.29 -0.31
C 2.24 -3.58 -0.15
C 1.25 -4.65 -0.17
N -0.05 -4.29 -0.35
C -0.96 -5.25 -0.36
C -0.66 -6.60 -0.15
C 0.64 -6.97 0.03
C 1.65 -5.99 -0.01
H 5.02 -5.52 0.31
H 5.58 -3.11 0.21
H 4.83 -0.76 -0.12
H 2.37 -0.33 -0.45
H -1.99 -4.94 -0.53
H -1.46 -7.33 -0.14
H 0.89 -8.00 0.19
C 0.84 2.01 -2.61
C 0.11 2.99 -1.70
C -1.39 2.91 -2.04
C 0.60 4.43 -1.95
P 0.32 2.47 0.09
N 0.17 0.85 0.19
C 2.06 2.87 0.74
C 2.33 1.95 1.96
C 3.10 2.52 -0.34
C 2.27 4.34 1.13
C -0.98 3.31 1.15
C -1.12 4.83 0.98
C -0.63 2.96 2.61
C -2.34 2.64 0.86
H 0.61 2.27 -3.65
H 0.51 0.98 -2.45
H 1.92 2.04 -2.50
H -1.49 2.92 -3.13
H -1.95 3.76 -1.65
H -1.86 1.99 -1.68
H 0.21 4.75 -2.92
H 1.68 4.50 -2.00
H 0.24 5.13 -1.20
H 1.84 0.98 1.87
H 2.00 2.40 2.89
H 3.41 1.77 2.04
H 2.98 1.51 -0.74
H 4.08 2.58 0.13
H 3.09 3.23 -1.17
H 1.68 4.65 1.98
H 2.09 5.02 0.29
H 3.32 4.45 1.41
H -0.19 5.38 1.15
H -1.85 5.20 1.71
H -1.50 5.09 -0.01
H 0.24 3.49 2.99
H -0.47 1.89 2.73
H -1.48 3.24 3.24
H -2.88 3.13 0.05
H -2.96 2.70 1.76
H -2.23 1.58 0.61
```

Values from the calculation:
HOMO-LUMO gap (spin up / spin down) in eV: 6.128 / 7.426
Molar mass in Da: 772.08
Maximum force in eV Å⁻¹: 0.6
Relative energy (zero: lowest compared OMol25 entry of this formula, charge and spin) in kcal per mole: 56.83
Net charge: +1
Lowest unoccupied orbital energy (spin up / spin down) in eV: -5.1 / -3.4

***

The highest maximum force belongs to which entry? C29H38N2O2P3Pt

***

Which value of maximum force does entry 1 give? 5.5 eV Å⁻¹